No. 1
This record from the OMol25 dataset describes an isolated molecule of CH2IOP in a non-equilibrium geometry. The level of theory is ωB97M-V/def2-TZVPD.

The geometry in ORCA input format:
```
! RIJCOSX wB97M-V def2-TZVPD def2/J DEFGRID3
* xyz 0 1
O 0.63 -0.19 -1.46
C -0.45 0.00 -0.96
P -1.03 -0.68 0.68
I -0.99 1.39 1.89
H -1.16 0.59 -1.46
H 0.39 -1.45 1.24
*
```

Calculated values
Energy = -753.5459 Eh
Frontier orbital gap = 8.6 eV
Energy above the lowest of the compared OMol25 structures with the same formula, charge and spin = 0.730 eV
HOMO = -9.2 eV

***

No. 2
This record from the OMol25 dataset describes an isolated molecule of CH2IOP in a non-equilibrium geometry. The level of theory is ωB97M-V/def2-TZVPD.

The geometry in ORCA input format:
```
! RIJCOSX wB97M-V def2-TZVPD def2/J DEFGRID3
* xyz 0 3
C -0.75 0.16 0.58
O -1.43 -0.57 1.15
P 0.11 -0.31 -1.25
I 1.71 -1.39 0.20
H -0.49 1.24 0.93
H 0.85 0.87 -1.60
*
```

Calculated values
Expectation value of S² = 2.011
Energy = -753.4320 Eh
Frontier orbital gap (alpha / beta) = 6.0 / 6.2 eV
Energy above the lowest of the compared OMol25 structures with the same formula, charge and spin = 1.768 eV
HOMO (alpha / beta) = -5.8 / -9.5 eV

***

No. 3
This record from the OMol25 dataset describes a cluster of 2 separate species, CH2N2O in total in a non-equilibrium geometry. The level of theory is ωB97M-V/def2-TZVPD.

The geometry in ORCA input format:
```
! RIJCOSX wB97M-V def2-TZVPD def2/J DEFGRID3
* xyz 0 1
C -2.17 0.17 -0.14
N -1.18 -0.41 -0.25
N 0.78 0.01 0.10
O 0.84 1.21 -0.29
H 0.48 -0.23 1.00
H 1.25 -0.76 -0.43
*
```

Calculated values
Energy = -223.8428 Eh
Frontier orbital gap (alpha / beta) = 7.5 / 7.4 eV
Energy above the lowest of the compared OMol25 structures with the same formula, charge and spin = 5.938 eV
HOMO (alpha / beta) = -10.0 / -10.0 eV

***

No. 4
This record from the OMol25 dataset describes an isolated molecule of CH2N2O in a non-equilibrium geometry. The level of theory is ωB97M-V/def2-TZVPD.

The geometry in ORCA input format:
```
! RIJCOSX wB97M-V def2-TZVPD def2/J DEFGRID3
* xyz 0 1
C -0.41 0.62 -0.09
N -0.71 -0.61 0.22
N 0.35 -1.49 0.19
O 1.44 -0.94 -0.10
H 0.55 1.12 0.10
H -1.23 1.31 -0.33
*
```

Calculated values
Energy = -223.9073 Eh
Frontier orbital gap = 8.7 eV
Energy above the lowest of the compared OMol25 structures with the same formula, charge and spin = 4.182 eV
HOMO = -10.3 eV